A 2-piece molecular cluster, H6N2O overall at a distorted geometry. Source: the Open Molecules 2025 dataset; level of theory: ωB97M-V/def2-TZVPD.

Computed properties:
LUMO energy = 0.778 eV
highest occupied orbital energy = -9.90 eV
structure (SMILES) = NO.N
net charge = 0
M = 50.061 g/mol

```
9
H6N2O ωB97M-V/def2-TZVPD
N 1.35 0.56 -0.15
O 1.86 -0.74 -0.19
H 0.88 0.72 0.73
H 2.15 1.20 -0.18
H 2.32 -0.91 0.64
N -2.29 -0.15 0.03
H -2.26 0.64 -0.65
H -1.33 -0.38 0.27
H -2.68 -0.94 -0.51
```